Arrangement A

Molecular formula: C20H55CdN5O5
Method: DFT, ωB97M-V/def2-TZVPD

Cartesian coordinates (Å):
Cd (0.3051, 0.2069, -0.5019)
C (1.6282, -4.1291, 0.3882)
C (1.9975, -2.6617, 0.1357)
C (3.3421, -2.5442, -0.5376)
O (3.7937, -1.2063, -0.4256)
C (5.0512, -1.0143, -1.0538)
N (0.8834, -1.9513, -0.6260)
H (1.6100, -4.7262, -0.5215)
H (0.7495, -4.1972, 1.0270)
H (2.4214, -4.5756, 1.0045)
H (2.0763, -2.1719, 1.1116)
H (3.2260, -2.8422, -1.5929)
H (4.0534, -3.2200, -0.0580)
H (5.7262, -1.8494, -0.8437)
H (5.5443, -0.1009, -0.7225)
H (4.9551, -0.9271, -2.1484)
H (0.7889, -2.4540, -1.5155)
H (0.0537, -2.3118, -0.1464)
C (3.1879, 0.4180, 3.4243)
C (1.7566, 0.3808, 2.8604)
C (0.9066, 1.3778, 3.6117)
O (-0.4480, 1.3293, 3.2865)
C (-1.1632, 2.4022, 3.8600)
N (1.7855, 0.7519, 1.3642)
H (3.1812, 0.1414, 4.4846)
H (3.6853, 1.3754, 3.2801)
H (3.7787, -0.3975, 2.9946)
H (1.4317, -0.6613, 2.9076)
H (1.3026, 2.3825, 3.3575)
H (1.0870, 1.2680, 4.6891)
H (-1.0537, 2.4925, 4.9460)
H (-2.2112, 2.2763, 3.6028)
H (-0.8261, 3.3747, 3.4611)
H (1.9704, 1.7649, 1.4096)
H (2.7268, 0.4393, 1.0877)
C (3.0317, 2.5766, -3.1281)
C (2.2596, 2.1179, -1.8862)
C (0.9719, 2.9356, -1.7898)
O (0.1086, 2.3324, -0.7844)
C (-0.6698, 3.2633, -0.0022)
N (1.9579, 0.6616, -1.9763)
H (2.3564, 2.6720, -3.9769)
H (3.8774, 1.9273, -3.3389)
H (3.4707, 3.5622, -2.9372)
H (2.8916, 2.3131, -1.0198)
H (0.4146, 2.8808, -2.7303)
H (1.1970, 3.9578, -1.4948)
H (-1.3913, 2.6922, 0.5678)
H (-1.1325, 4.0090, -0.6476)
H (-0.0046, 3.7894, 0.6937)
H (1.7733, 0.4196, -2.9553)
H (2.8002, 0.0977, -1.8344)
C (-2.3604, 0.8766, -4.1600)
C (-2.2244, 0.8703, -2.6372)
C (-3.5554, 0.6165, -1.9578)
O (-3.5023, 1.0872, -0.6264)
C (-4.7820, 1.2726, -0.0012)
N (-1.1570, -0.2178, -2.2239)
H (-2.7134, -0.0901, -4.5236)
H (-1.4042, 1.1379, -4.6238)
H (-3.0371, 1.6588, -4.5103)
H (-1.8549, 1.8314, -2.2836)
H (-3.8421, -0.4502, -1.9856)
H (-4.3472, 1.1484, -2.5085)
H (-4.6407, 1.7201, 0.9773)
H (-5.3194, 0.3185, 0.1509)
H (-5.4416, 1.8754, -0.6384)
H (-0.8471, -0.4905, -3.1609)
H (-1.7471, -1.0303, -1.9920)
C (-2.2526, -1.2577, 3.1161)
C (-1.6930, -1.5301, 1.7205)
C (-2.7194, -2.2397, 0.8823)
O (-2.1399, -2.6290, -0.3709)
C (-2.9168, -3.6312, -1.0802)
N (-1.3539, -0.1580, 1.0281)
H (-1.5188, -0.9110, 3.8398)
H (-2.7041, -2.1760, 3.4988)
H (-3.0302, -0.4897, 3.0628)
H (-0.7027, -1.9807, 1.7483)
H (-3.6132, -1.6261, 0.7094)
H (-3.0009, -3.1700, 1.3949)
H (-2.3787, -3.8223, -2.0068)
H (-3.9215, -3.2499, -1.2906)
H (-2.9916, -4.5673, -0.5205)
H (-2.2966, 0.1822, 0.7778)
H (-1.2063, 0.4732, 1.8348)

Values from the calculation:
net charge	+2
E_LUMO	-4.243	eV
HOMO energy	-14.874	eV

=====

Arrangement B

Molecular formula: C20H55CdN5O5
Method: DFT, ωB97M-V/def2-TZVPD

Cartesian coordinates (Å):
Cd (15.5814, -13.2013, 11.9166)
C (13.8515, -8.8799, 12.8847)
C (14.5070, -9.8757, 11.9378)
C (15.6683, -9.2040, 11.2871)
O (16.3300, -10.1033, 10.4189)
C (17.2997, -9.4566, 9.5796)
N (14.9942, -11.0767, 12.7376)
H (13.5696, -7.9356, 12.4219)
H (14.5319, -8.6521, 13.7104)
H (12.9410, -9.3007, 13.3232)
H (13.7985, -10.2600, 11.2068)
H (16.3919, -8.8828, 12.0587)
H (15.3341, -8.3121, 10.7467)
H (16.8134, -8.7072, 8.9495)
H (17.7338, -10.2497, 8.9807)
H (18.0565, -8.9328, 10.1735)
H (14.3037, -11.1038, 13.4866)
H (15.8645, -10.7367, 13.1650)
C (18.0455, -14.5150, 15.8496)
C (17.3223, -14.8093, 14.5425)
C (16.4181, -15.9971, 14.7385)
O (15.6104, -16.2298, 13.6157)
C (15.0071, -17.5223, 13.6469)
N (16.5623, -13.6416, 14.0013)
H (19.0991, -14.3118, 15.6435)
H (18.0288, -15.3476, 16.5498)
H (17.6592, -13.6150, 16.3317)
H (18.0637, -15.0973, 13.7875)
H (15.7823, -15.7672, 15.6190)
H (16.9721, -16.8977, 15.0131)
H (15.7434, -18.3205, 13.7400)
H (14.4849, -17.6697, 12.6967)
H (14.2394, -17.5672, 14.4246)
H (17.1824, -12.8288, 14.1571)
H (15.8944, -13.4193, 14.7574)
C (19.8546, -11.8444, 10.6867)
C (18.7925, -12.0874, 11.7247)
C (18.7190, -10.8973, 12.6271)
O (17.7931, -11.0785, 13.6855)
C (17.8971, -10.0675, 14.6789)
N (17.4475, -12.3711, 11.0733)
H (20.8441, -11.6396, 11.1110)
H (19.6325, -11.0031, 10.0241)
H (20.0473, -12.7267, 10.0689)
H (19.0370, -12.9771, 12.3169)
H (18.4520, -10.0172, 12.0152)
H (19.7156, -10.7248, 13.0471)
H (17.4263, -9.1344, 14.3391)
H (18.9414, -9.8290, 14.8903)
H (17.3742, -10.4230, 15.5606)
H (17.6412, -12.7439, 10.1351)
H (17.1041, -11.4179, 10.8542)
C (11.5156, -15.0408, 12.0833)
C (12.8655, -14.5037, 11.6339)
C (12.6921, -13.2532, 10.7772)
O (13.9620, -12.8589, 10.2431)
C (13.8377, -12.1045, 9.0450)
N (13.7123, -14.1085, 12.8044)
H (11.6295, -15.9080, 12.7345)
H (10.9120, -15.4235, 11.2522)
H (10.9105, -14.2485, 12.5273)
H (13.4283, -15.1880, 11.0003)
H (12.2719, -12.4278, 11.3735)
H (11.9673, -13.4427, 9.9811)
H (14.8468, -11.9177, 8.6768)
H (13.3023, -11.1659, 9.1831)
H (13.3554, -12.7001, 8.2626)
H (13.1233, -13.5821, 13.4477)
H (13.9794, -14.9527, 13.3197)
C (17.8631, -17.0385, 10.9619)
C (17.5491, -15.5818, 10.6401)
C (17.9051, -15.3775, 9.1855)
O (17.6678, -14.0347, 8.7780)
C (17.8409, -13.8361, 7.3951)
N (16.1004, -15.2434, 10.9300)
H (17.5539, -17.6837, 10.1264)
H (17.3231, -17.4253, 11.8258)
H (18.9323, -17.2229, 11.0574)
H (18.2291, -14.9966, 11.2656)
H (17.3574, -16.0679, 8.5252)
H (18.9682, -15.6203, 9.0408)
H (17.2545, -12.9785, 7.0724)
H (17.5071, -14.7030, 6.8146)
H (18.8940, -13.6585, 7.1499)
H (15.8592, -15.8480, 11.7213)
H (15.6314, -15.5934, 10.0946)

Values from the calculation:
net charge	+2
E_LUMO	-4.326	eV
HOMO energy	-14.709	eV

=====

The computed energies, referenced to the most stable structure and given in eV, are arrangement A 0.495; arrangement B 0.000.

=====

Arrangement A

Molecular formula: C4H3NO
Method: DFT, ωB97M-V/def2-TZVPD

Cartesian coordinates (Å):
O (1.6083, 1.3446, -0.9876)
C (-0.0071, 0.3259, 0.7163)
C (-0.9372, -0.6766, 0.2672)
C (-1.7526, -1.4762, -0.1206)
C (1.2072, 0.6084, 0.0369)
N (1.6276, -0.0507, 1.0006)
H (1.1526, 0.9889, -1.7610)
H (-0.4428, 1.1537, 1.2814)
H (-2.4559, -2.2179, -0.4334)

Values from the calculation:
net charge	0
E_LUMO	0.487	eV
HOMO energy	-9.555	eV
structure (SMILES)	C#C[C@H]1N=C1O

=====

Arrangement B

Molecular formula: C4H3NO
Method: DFT, ωB97M-V/def2-TZVPD

Cartesian coordinates (Å):
C (1.3370, 1.0013, 0.0033)
C (-1.3500, 0.1804, -0.2475)
C (0.2401, 0.1949, 0.7166)
C (1.2582, -0.6812, 0.1977)
N (2.3507, 0.2083, 0.0085)
O (-2.3388, 0.2758, 0.3458)
H (-1.0027, 0.1273, -1.3284)
H (-0.0980, 0.3609, 1.7691)
H (0.8855, -1.3451, -0.5367)

Values from the calculation:
net charge	0
E_LUMO (alpha / beta)	-0.082 / -0.083	eV
HOMO energy (alpha / beta)	-9.006 / -9.006	eV
structure (SMILES)	O=C[C@@H]1C2=N[C@H]21

=====

The computed energies, referenced to the most stable structure and given in eV, are arrangement A 0.000; arrangement B 1.934.

=====

Arrangement A

Molecular formula: C30H44N11S2Ti
Method: DFT, ωB97M-V/def2-TZVPD

Cartesian coordinates (Å):
Ti (-0.0781, -0.7329, -0.1684)
C (-3.3056, -2.6524, -0.1929)
C (-3.7828, -1.8123, -1.4007)
N (-3.5531, -0.3981, -1.1903)
C (-4.7109, 0.3087, -0.6645)
C (-5.0282, -0.0260, 0.7960)
S (-3.6401, 0.1509, 1.9699)
C (-3.3945, -1.5421, 2.5874)
C (-2.2542, -2.3721, 1.9719)
N (-2.0750, -2.2050, 0.5193)
H (-4.1151, -2.6539, 0.5328)
H (-3.1905, -3.6925, -0.5116)
H (-3.2744, -2.1317, -2.3011)
H (-4.8519, -2.0088, -1.5479)
H (-3.2505, 0.0507, -2.0443)
H (-4.5185, 1.3731, -0.7734)
H (-5.6210, 0.0770, -1.2381)
H (-5.8145, 0.6381, 1.1543)
H (-5.3979, -1.0463, 0.8911)
H (-3.2124, -1.4479, 3.6569)
H (-4.3553, -2.0408, 2.4715)
H (-1.3061, -2.1213, 2.4461)
H (-2.4842, -3.4166, 2.2216)
H (-1.3094, -2.8151, 0.2463)
N (2.7765, -3.9312, 0.1443)
C (1.6102, -3.6249, -0.4163)
N (1.1263, -2.5465, 0.1674)
C (2.0914, -2.2161, 1.1013)
N (3.1121, -3.0467, 1.1000)
C (1.7758, -1.1539, 2.0033)
C (2.4579, -0.8913, 3.1859)
N (1.9692, -0.1307, 4.1480)
C (0.7068, 0.3218, 3.9385)
C (0.0333, 0.1492, 2.7656)
N (0.5713, -0.5216, 1.6978)
H (3.3980, -4.6930, -0.0681)
H (1.1514, -4.1847, -1.2146)
H (3.4291, -1.3443, 3.3533)
H (0.2429, 0.8460, 4.7652)
H (-0.9621, 0.5385, 2.6363)
C (1.7889, 3.5944, -1.9688)
C (2.1536, 3.1490, -0.5470)
C (3.1027, 1.9797, -0.5359)
C (4.4285, 2.2532, -0.2146)
C (5.4173, 1.2930, -0.3213)
C (5.0881, 0.0509, -0.8229)
C (3.7780, -0.2599, -1.1710)
C (3.5568, -1.5809, -1.8701)
C (4.0656, -1.5299, -3.3170)
C (2.7567, 0.6804, -0.9487)
N (1.4043, 0.2302, -1.2097)
C (1.0754, 0.1511, -2.4748)
C (0.1084, -0.7941, -2.8885)
C (-0.1446, -1.3356, -4.1544)
C (-0.7497, -2.5716, -3.9343)
C (-0.8553, -2.7255, -2.5527)
N (-0.3688, -1.6505, -1.9060)
H (1.3465, 4.5907, -1.9527)
H (1.0547, 2.9188, -2.4044)
H (2.6737, 3.6176, -2.6069)
H (1.2355, 2.9086, -0.0256)
H (2.6330, 3.9787, -0.0258)
H (4.6861, 3.2576, 0.0978)
H (6.4413, 1.5278, -0.0620)
H (5.8559, -0.7003, -0.9673)
H (2.5043, -1.8548, -1.8826)
H (4.1096, -2.3543, -1.3339)
H (3.5609, -0.7424, -3.8783)
H (3.8821, -2.4799, -3.8213)
H (5.1356, -1.3270, -3.3467)
H (1.6595, 0.6751, -3.2280)
H (0.1313, -0.8964, -5.1003)
H (-1.0902, -3.2742, -4.6776)
H (-1.2494, -3.5786, -2.0163)
C (-3.1104, 4.3330, 2.1891)
N (-2.4284, 3.7049, 1.0614)
C (-1.3214, 2.9492, 1.0710)
S (-1.0728, 1.8944, -0.2522)
N (-0.3996, 3.0568, 2.0222)
C (-0.3466, 3.9231, 3.1915)
H (-4.0306, 4.7727, 1.8157)
H (-2.5184, 5.1259, 2.6380)
H (-3.3668, 3.5944, 2.9515)
H (-2.9939, 3.5390, 0.2471)
H (0.3790, 2.4351, 1.9000)
H (-0.3770, 4.9751, 2.9100)
H (0.5985, 3.7330, 3.6927)
H (-1.1537, 3.7097, 3.8917)

Values from the calculation:
net charge	+1
2S+1	3
E_LUMO (alpha / beta)	-2.532 / -2.743	eV
HOMO energy (alpha / beta)	-8.699 / -10.588	eV

=====

Arrangement B

Molecular formula: C30H44N11S2Ti
Method: DFT, ωB97M-V/def2-TZVPD

Cartesian coordinates (Å):
Ti (-0.4772, -0.5601, -0.5545)
C (1.7446, -2.3324, 0.9160)
C (1.9001, -0.8527, 1.2796)
N (0.6052, -0.1700, 1.4668)
C (0.0855, -0.2749, 2.8461)
C (-0.2063, -1.6582, 3.4067)
S (-1.5099, -2.6421, 2.6152)
C (-0.5962, -4.0026, 1.8571)
C (-0.1744, -3.8269, 0.4041)
N (0.5419, -2.5743, 0.0929)
H (2.6488, -2.6619, 0.3968)
H (1.6718, -2.9340, 1.8186)
H (2.5246, -0.7670, 2.1774)
H (2.4218, -0.3358, 0.4774)
H (0.7802, 0.8309, 1.3561)
H (0.8172, 0.1820, 3.5267)
H (-0.8047, 0.3496, 2.9015)
H (0.6925, -2.2672, 3.4910)
H (-0.5432, -1.4975, 4.4324)
H (0.2418, -4.2624, 2.5041)
H (-1.2716, -4.8588, 1.8968)
H (0.4451, -4.6949, 0.1385)
H (-1.0612, -3.8527, -0.2329)
H (0.8406, -2.6935, -0.8706)
N (-2.4315, -2.9840, -3.6855)
C (-1.3049, -2.3590, -3.3421)
N (-1.4561, -1.8336, -2.1385)
C (-2.7440, -2.1624, -1.8081)
N (-3.3641, -2.8709, -2.7228)
C (-3.3204, -1.6043, -0.5931)
C (-4.6455, -1.7828, -0.2214)
N (-5.1823, -1.1319, 0.7983)
C (-4.3828, -0.2646, 1.4207)
C (-3.0565, -0.0926, 1.0805)
N (-2.4871, -0.7943, 0.0886)
H (-2.6451, -3.4722, -4.5405)
H (-0.4365, -2.2982, -3.9751)
H (-5.2755, -2.4619, -0.7815)
H (-4.8162, 0.3154, 2.2256)
H (-2.4298, 0.6318, 1.5880)
C (2.3794, 2.3458, -0.2071)
C (3.2250, 2.0585, -1.4484)
C (3.6373, 0.6149, -1.6453)
C (4.9787, 0.2791, -1.5216)
C (5.4256, -1.0190, -1.7252)
C (4.5221, -1.9939, -2.0985)
C (3.1672, -1.7003, -2.2336)
C (2.2387, -2.7729, -2.7495)
C (2.4834, -3.0913, -4.2254)
C (2.7180, -0.4032, -1.9688)
N (1.3260, -0.0947, -1.9568)
C (0.8832, 0.7164, -2.8730)
C (-0.3594, 1.3679, -2.7228)
C (-1.0301, 2.2618, -3.5649)
C (-2.1333, 2.7161, -2.8474)
C (-2.0845, 2.0824, -1.6017)
N (-1.0188, 1.2728, -1.5075)
H (2.2827, 3.4196, -0.0525)
H (2.8392, 1.9255, 0.6901)
H (1.3662, 1.9538, -0.3186)
H (4.1380, 2.6546, -1.4031)
H (2.6858, 2.4183, -2.3272)
H (5.6887, 1.0558, -1.2663)
H (6.4743, -1.2579, -1.6155)
H (4.8650, -3.0021, -2.2987)
H (1.2097, -2.4291, -2.6361)
H (2.3515, -3.6884, -2.1568)
H (2.3207, -2.2045, -4.8392)
H (1.8220, -3.8855, -4.5748)
H (3.5096, -3.4167, -4.3898)
H (1.4974, 0.9493, -3.7457)
H (-0.7355, 2.5415, -4.5634)
H (-2.8723, 3.4295, -3.1695)
H (-2.7576, 2.2055, -0.7665)
C (-1.7622, 6.3721, 3.7856)
N (-1.2362, 5.2896, 2.9693)
C (-1.4794, 3.9729, 2.9803)
S (-0.7943, 3.0214, 1.7517)
N (-2.2465, 3.3965, 3.9206)
C (-2.9142, 3.9518, 5.0860)
H (-1.5270, 7.3031, 3.2759)
H (-1.3062, 6.4079, 4.7748)
H (-2.8444, 6.3145, 3.8816)
H (-0.6120, 5.5473, 2.2225)
H (-2.4022, 2.4217, 3.7311)
H (-2.2632, 4.6293, 5.6310)
H (-3.1507, 3.1244, 5.7513)
H (-3.8442, 4.4611, 4.8329)

Values from the calculation:
net charge	+1
2S+1	3
E_LUMO (alpha / beta)	-2.456 / -2.559	eV
HOMO energy (alpha / beta)	-8.437 / -9.831	eV

=====

The computed energies, referenced to the most stable structure and given in eV, are arrangement A 1.772; arrangement B 0.000.